Entry 1:
Here is a molecular structure, C51H42NO3P2SSn at a distorted geometry from the Open Molecules 2025 dataset. Energies are from wB97M-V/def2-TZVPD.

XYZ file:
```
101
Properties=species:S:1:pos:R:3
Sn -0.953 -1.105 -3.853
O -0.881 -1.036 -1.664
S 0.826 0.119 0.539
C 1.672 0.084 2.021
C 1.064 -0.361 3.137
C 1.735 -0.222 4.412
C 3.034 0.193 4.420
C 4.111 0.275 5.450
C 5.287 1.095 4.813
C 4.926 1.171 3.356
C 5.594 1.631 2.222
C 4.880 1.717 0.973
C 3.606 1.186 0.900
P 2.496 1.237 -0.494
C 2.995 0.146 -1.836
C 3.862 0.693 -2.821
C 4.599 -0.188 -3.578
C 4.454 -1.591 -3.490
C 3.463 -2.107 -2.663
C 2.783 -1.274 -1.821
C 1.987 2.775 -0.943
C 2.560 3.879 -0.294
C 2.363 5.138 -0.853
C 1.478 5.367 -1.916
C 0.880 4.198 -2.474
C 1.141 2.922 -2.023
C 2.983 0.587 1.994
C 3.648 0.639 3.209
C -0.581 1.178 0.845
C -0.384 2.407 1.373
C -1.301 3.187 2.040
C -2.439 2.491 2.393
C -3.610 2.925 3.210
C -4.506 1.726 3.362
C -3.804 0.683 2.508
C -4.101 -0.648 2.356
C -3.235 -1.389 1.472
C -2.114 -0.843 0.857
P -1.523 -1.842 -0.522
C -2.951 -2.623 -1.198
C -2.719 -3.881 -1.785
C -3.794 -4.576 -2.371
C -4.965 -3.962 -2.558
C -5.276 -2.747 -1.960
C -4.255 -2.008 -1.363
C -0.366 -3.055 0.099
C 0.613 -3.711 -0.721
C 1.415 -4.645 -0.212
C 1.375 -4.968 1.185
C 0.449 -4.361 1.957
C -0.394 -3.430 1.438
C -1.787 0.498 1.131
C -2.652 1.174 1.987
H 0.096 -0.767 3.088
H 1.184 -0.488 5.281
H 4.365 -0.786 5.552
H 3.710 0.576 6.414
H 6.277 0.663 4.891
H 5.330 2.195 5.133
H 6.611 1.967 2.233
H 5.298 2.073 0.037
H 4.049 1.766 -2.805
H 5.227 0.199 -4.389
H 5.051 -2.246 -4.083
H 3.280 -3.206 -2.552
H 2.138 -1.679 -1.054
H 3.142 3.764 0.607
H 2.889 5.982 -0.428
H 1.246 6.335 -2.282
H 0.099 4.404 -3.193
H 0.648 2.134 -2.515
H 0.577 2.843 1.228
H -1.081 4.117 2.455
H -4.126 3.797 2.767
H -3.252 3.257 4.204
H -5.520 1.962 3.022
H -4.603 1.372 4.388
H -4.946 -1.144 2.856
H -3.528 -2.400 1.211
H -1.659 -4.312 -1.778
H -3.512 -5.559 -2.806
H -5.789 -4.538 -2.993
H -6.236 -2.245 -1.883
H -4.450 -1.074 -0.893
H 0.712 -3.388 -1.784
H 2.172 -5.143 -0.838
H 2.084 -5.680 1.613
H 0.412 -4.526 2.995
H -1.241 -3.121 2.056
N -3.312 -0.793 -4.210
C -4.237 0.421 -4.055
C -3.439 1.644 -4.255
C -2.224 1.485 -3.283
O -2.286 1.921 -2.173
O -1.155 0.944 -3.852
H -3.149 -0.782 -5.235
H -3.881 -1.651 -4.061
H -4.578 0.362 -2.934
H -5.093 0.306 -4.706
H -3.943 2.528 -3.970
H -3.049 1.759 -5.265
```

## Properties
Total charge: +3
Gap between HOMO and LUMO in eV: 7.2
E in Ha: -3543.496572
2S+1: 1
Relative energy (zero: lowest compared OMol25 entry of this formula, charge and spin) in kcal per mole: 0.0
HOMO energy in eV: -15.377

Mulliken atomic charge list, values in e, 8 entries: atom 1 (Sn): 1.06, atom 2 (O): 0.30, atom 3 (S): -0.04, atom 4 (C): 0.52, atom 5 (C): -0.78, atom 6 (C): -1.55, atom 7 (C): -0.13, atom 8 (C): -1.05


Entry 2:
Here is a molecular structure, C25H40CdN5O9P2 from the Open Molecules 2025 dataset. Energies are from wB97M-V/def2-TZVPD.

XYZ file:
```
82
Properties=species:S:1:pos:R:3
Cd -0.415 -0.164 -0.149
O -2.153 -4.003 1.398
C -1.732 -2.786 1.087
O -0.725 -2.557 0.457
C -2.621 -1.700 1.618
C -3.786 -1.962 2.319
C -4.538 -0.886 2.759
C -4.091 0.399 2.495
C -2.907 0.562 1.795
N -2.193 -0.470 1.361
C -2.371 1.913 1.389
O -2.649 2.956 2.174
O -1.738 2.045 0.379
H -1.542 -4.652 1.014
H -4.093 -2.982 2.497
H -5.466 -1.046 3.292
H -4.676 1.258 2.800
H -3.065 2.687 3.002
C 2.516 1.637 -2.475
N 2.780 0.232 -2.165
C 2.537 -0.678 -3.292
P 2.861 -0.418 -0.687
O 1.683 -1.108 -0.096
O 3.214 0.877 0.237
P 2.262 1.632 1.295
O 0.820 1.323 1.082
N 2.946 1.194 2.718
C 3.479 -0.148 2.934
C 2.411 1.821 3.927
N 2.513 3.229 1.136
C 1.522 4.102 0.509
C 3.845 3.807 1.279
N 4.142 -1.418 -0.683
C 5.424 -1.014 -1.252
C 4.182 -2.632 0.125
H 3.135 1.925 -3.326
H 2.782 2.274 -1.636
H 1.464 1.774 -2.731
H 3.297 -0.527 -4.060
H 1.545 -0.498 -3.706
H 2.580 -1.718 -2.963
H 4.011 -0.490 2.051
H 2.695 -0.869 3.181
H 4.189 -0.111 3.761
H 2.043 2.820 3.700
H 3.204 1.908 4.671
H 1.594 1.233 4.355
H 0.569 3.587 0.420
H 1.854 4.413 -0.486
H 1.387 4.997 1.120
H 4.515 3.100 1.763
H 3.794 4.710 1.890
H 4.261 4.075 0.304
H 5.293 -0.140 -1.885
H 5.830 -1.825 -1.860
H 6.144 -0.778 -0.464
H 3.183 -2.873 0.477
H 4.849 -2.515 0.985
H 4.556 -3.459 -0.481
C -6.008 -1.885 -0.188
C -4.749 -1.456 -0.894
C -3.798 -2.388 -1.295
C -2.660 -2.007 -2.007
C -1.653 -3.015 -2.497
C -2.471 -0.655 -2.290
C -3.423 0.306 -1.918
C -3.245 1.737 -2.343
C -4.544 -0.114 -1.215
C -1.201 -0.217 -2.995
O -1.043 -0.381 -4.186
O -0.316 0.314 -2.194
H -6.078 -2.971 -0.123
H -6.894 -1.523 -0.712
H -6.055 -1.482 0.827
H -3.968 -3.442 -1.095
H -1.915 -4.029 -2.195
H -0.656 -2.791 -2.107
H -1.586 -2.985 -3.585
H -3.218 1.799 -3.433
H -2.304 2.139 -1.974
H -4.061 2.365 -1.987
H -5.304 0.617 -0.953
```

## Properties
Total charge: +1
Gap between HOMO and LUMO (spin up / spin down) in eV: 2.2 / 2.2
E in Ha: -2778.156654
2S+1: 1
Relative energy (zero: lowest compared OMol25 entry of this formula, charge and spin) in kcal per mole: 2.3
HOMO energy (spin up / spin down) in eV: -10.730 / -10.730

Mulliken atomic charge list, values in e, 8 entries: atom 1 (Cd): 4.54, atom 2 (O): -0.52, atom 3 (C): -0.39, atom 4 (O): -0.10, atom 5 (C): 0.71, atom 6 (C): -0.44, atom 7 (C): -1.08, atom 8 (C): -0.52